1.
DFT (ωB97M-V/def2-TZVPD) results for a 13-piece molecular cluster, C23H59FN15O28P2S overall at a distorted geometry.

```
129
Properties=species:S:1:pos:R:3
C 2.13418 2.33854 -3.74338
C 0.96115 1.95773 -4.66961
F 0.33989 3.08527 -5.06517
N -0.03740 1.04745 -3.95962
C -0.56125 -0.07112 -4.81539
C 0.37727 -1.29596 -4.89910
C 1.68552 -1.19493 -4.09711
C 1.60978 -1.67272 -2.61515
C 0.18416 -1.69512 -2.02127
C 0.26979 -1.51322 -0.49138
C 0.99611 -2.64727 0.23469
S 1.92694 -2.01256 1.69844
C 3.31668 -1.28135 0.87179
N 4.51334 -1.76008 0.71037
N 5.18772 -0.81634 -0.01545
C 4.39840 0.16180 -0.25841
O 3.16301 -0.07665 0.29122
P -1.55319 2.01222 -3.53972
P -0.93966 3.24763 -1.86364
O 0.35495 2.87556 -1.24981
O -2.17303 3.14328 -0.81120
O -0.96575 4.77227 -2.36598
H 2.21246 3.41556 -3.64022
H 3.05489 1.90488 -4.12936
H 2.00970 1.93588 -2.73525
H 1.34661 1.39017 -5.51235
H 0.34139 0.73512 -3.06142
H -1.49161 -0.39492 -4.34253
H -0.85674 0.35338 -5.77329
H -0.21359 -2.16992 -4.63927
H 0.65823 -1.43971 -5.94439
H 2.40827 -1.82268 -4.61782
H 2.12434 -0.19656 -4.08512
H 2.19673 -0.97207 -2.01704
H 2.04006 -2.66833 -2.54793
H -0.33939 -2.61422 -2.28556
H -0.40200 -0.83960 -2.38415
H 0.74776 -0.54300 -0.33021
H -0.73650 -1.40901 -0.08037
H 1.74404 -3.15131 -0.37367
H 0.27723 -3.35821 0.61874
H 4.55616 1.06909 -0.80687
H -2.44805 1.09155 -2.94521
H -1.76918 3.20817 0.06748
H -0.13782 5.20222 -2.11262
C -1.54733 -6.10591 3.36739
N -1.02459 -5.39748 2.17255
O -0.91276 -6.01574 1.13758
O -0.73345 -4.22287 2.30419
H -1.75338 -7.13437 3.09412
H -0.77855 -6.05443 4.13178
H -2.45163 -5.59164 3.68020
C -4.83401 5.33939 -1.44393
N -5.97672 4.43984 -1.13361
O -6.90883 4.41840 -1.90877
O -5.89397 3.78061 -0.11988
H -5.04250 5.86092 -2.37082
H -4.73248 6.04091 -0.62129
H -3.95035 4.71701 -1.52938
C 0.77094 1.98669 1.46869
N -0.49144 1.33572 1.91407
O -1.39588 1.24393 1.10506
O -0.53221 0.93813 3.05557
H 0.66193 2.28656 0.43157
H 0.93939 2.84949 2.10791
H 1.56953 1.25927 1.57746
C 6.02666 4.72226 -0.08407
N 4.98130 3.66552 -0.02379
O 5.00536 2.89589 0.90869
O 4.16229 3.63228 -0.92844
H 6.67114 4.61893 0.77955
H 6.58031 4.57775 -1.00766
H 5.52198 5.67984 -0.07713
C -9.55566 3.25625 -3.12059
N -10.49623 2.11404 -3.27338
O -10.25457 1.10012 -2.64741
O -11.44086 2.27225 -4.01222
H -8.76993 2.96638 -2.43661
H -9.15317 3.48239 -4.10352
H -10.12071 4.09742 -2.72801
C -9.77943 3.55999 1.03918
N -10.94492 4.42006 0.69383
O -11.89088 4.41839 1.44653
O -10.86206 5.06661 -0.33151
H -9.99495 3.04781 1.96922
H -9.64273 2.85359 0.22514
H -8.91363 4.20766 1.13829
C 1.39159 1.38141 5.47721
N 2.72240 1.83266 5.96655
O 3.10687 2.93034 5.61679
O 3.33353 1.06806 6.67820
H 0.97047 2.16138 4.85731
H 1.54378 0.47034 4.90686
H 0.76766 1.19392 6.34580
C 0.59359 -9.03678 0.73114
N 0.00180 -9.93908 1.75443
O -0.72237 -9.44386 2.59456
O 0.29049 -11.11344 1.68571
H 0.25130 -8.02719 0.92628
H 1.67238 -9.10612 0.82255
H 0.26069 -9.38094 -0.24381
C 7.89594 -2.68736 0.41314
N 8.54053 -3.87458 -0.21054
O 9.36963 -3.68031 -1.07503
O 8.18577 -4.96319 0.18727
H 8.30654 -1.79375 -0.04020
H 6.83006 -2.76144 0.23129
H 8.11096 -2.72101 1.47702
C -4.31661 -1.77685 2.34844
N -3.66116 -2.94612 1.70286
O -2.85974 -2.73100 0.81914
O -3.96552 -4.04495 2.11357
H -3.94119 -0.87233 1.88393
H -5.38726 -1.88229 2.20063
H -4.06648 -1.80747 3.40449
C 3.20814 -8.66210 4.65591
N 2.16057 -7.86180 3.96694
O 1.16958 -7.55859 4.59204
O 2.36142 -7.56479 2.80647
H 2.88437 -8.84783 5.67281
H 3.32295 -9.59065 4.10454
H 4.12586 -8.08219 4.63402
C 5.50594 9.37535 0.82999
N 6.27041 8.11869 1.05743
O 5.74995 7.24714 1.72690
O 7.36915 8.04514 0.55560
H 4.55149 9.29360 1.33616
H 6.09593 10.19191 1.23466
H 5.37603 9.48726 -0.24228
```

Values from the calculation:
Lowest unoccupied orbital energy: -3.74 eV
Max |F|: 2.45 eV/Å
Frontier orbital gap: 7.82 eV
HOMO level: -11.56 eV
Charge: +1
Total energy: -136580.494 eV
Multiplicity: 1

2.
DFT (ωB97M-V/def2-TZVPD) results for a 8-piece molecular cluster, C25H62F18N5O4P3 overall at a distorted geometry.

```
117
Properties=species:S:1:pos:R:3
C 3.96969 2.87587 1.49817
C 4.13575 2.25289 0.08348
O 3.38345 2.44817 -0.87024
N 5.16774 1.06399 -0.03588
H 6.10300 1.44264 -0.08088
H 5.38544 0.48699 0.76398
C 4.77478 0.19865 -1.25664
H 4.85963 3.47099 1.70291
H 3.96489 2.08830 2.25171
H 3.14654 3.55354 1.72462
H 3.77669 -0.22731 -1.15424
H 5.46923 -0.63892 -1.32224
H 4.76439 0.73544 -2.20524
C 0.29533 5.80024 1.17781
C -0.87773 5.39636 2.06788
O -1.61522 6.30798 2.57362
N -1.46032 3.98593 1.98475
H -2.26620 3.91786 1.37976
H -0.80866 3.31188 1.60912
C -1.78831 3.44726 3.39496
H 0.42307 4.97087 0.48217
H 1.16041 6.00672 1.80797
H 0.11906 6.77264 0.71794
H -2.33096 2.52217 3.20041
H -2.49433 4.17555 3.79398
H -0.92612 3.43854 4.06179
C -0.32374 -0.55138 6.41172
C 0.97944 -0.81513 7.01767
O 1.19962 -1.59630 7.90755
N 2.16131 -0.07370 6.47892
H 1.98296 0.88084 6.20117
H 2.74697 0.02064 7.29636
C 2.86245 -0.90993 5.32483
H -0.25415 -0.35859 5.34117
H -0.87202 0.14002 7.05161
H -0.98532 -1.40579 6.26886
H 2.16540 -1.20194 4.53937
H 3.41937 -1.71359 5.80656
H 3.60933 -0.33728 4.77497
C 3.81094 -4.11440 -1.07249
N 2.32402 -4.02712 -0.61123
C 1.86410 -2.59628 -0.22123
C 1.44605 -4.54624 -1.78845
C 2.10695 -4.93509 0.64485
C 0.64948 -4.88881 1.21793
O -0.39887 -5.30276 0.30124
H 4.37654 -4.09415 -0.14094
H 4.06445 -3.34364 -1.80034
H 4.06100 -5.09515 -1.47709
H 2.26395 -1.95192 -1.00418
H 2.42220 -2.34318 0.68020
H 0.77783 -2.61437 -0.13295
H 0.43919 -4.15095 -1.65402
H 1.61280 -5.62279 -1.82497
H 1.99737 -4.14718 -2.63987
H 2.76405 -4.45851 1.37231
H 2.62115 -5.88978 0.53408
H 0.38007 -3.92040 1.63947
H 0.61246 -5.55687 2.07842
H -0.40775 -6.26193 0.34008
C -6.39022 -0.60568 -2.50692
C -5.71770 -0.85534 -3.85308
C -4.30097 -0.21267 -3.99515
C -3.26266 -0.85804 -3.16238
N -1.88936 -0.96894 -3.89695
C -0.74813 -1.07322 -2.87281
C -0.30668 0.35394 -2.46311
C -0.65384 1.21337 -3.51279
C -1.44124 0.42714 -4.54908
C -1.81139 -2.18070 -4.90703
C -2.50975 -2.03723 -6.29812
C -2.07012 -3.07600 -7.33084
H -6.22170 0.42019 -2.17938
H -6.08231 -1.24321 -1.67815
H -7.47786 -0.67338 -2.48291
H -6.31357 -0.37464 -4.62894
H -5.67623 -1.86924 -4.25107
H -4.40809 0.82499 -3.67910
H -3.92823 -0.17493 -5.01874
H -3.48786 -1.90932 -2.98295
H -3.19015 -0.32738 -2.21304
H 0.13214 -1.43102 -3.40685
H -1.09055 -1.59266 -1.97781
H 0.76477 0.50925 -2.33677
H -0.73536 0.68609 -1.51759
H 0.22229 1.57897 -4.04837
H -1.16824 2.08850 -3.11577
H -0.73883 0.10161 -5.31638
H -2.20609 0.97105 -5.10340
H -2.03676 -3.13895 -4.43897
H -0.74513 -2.24678 -5.12343
H -2.39793 -1.01380 -6.65616
H -3.59661 -2.06661 -6.22075
H -2.54428 -2.79181 -8.27026
H -2.42979 -4.08524 -7.13042
H -0.98811 -3.15770 -7.43420
P -3.76117 3.08294 -0.52221
F -2.24251 2.91272 -0.36059
F -3.60700 4.68739 -0.76801
F -3.63375 2.63694 -2.13903
F -5.39523 3.24318 -0.72662
F -3.99822 1.54927 -0.18123
F -3.91334 3.37734 1.05514
P 0.34818 0.63436 1.85095
F 0.14049 -0.91489 2.31124
F 1.92830 0.57798 2.38263
F 0.78287 0.08732 0.33667
F 0.56824 2.19282 1.46444
F -1.21198 0.78247 1.42613
F -0.18202 0.96930 3.35711
P 2.43595 3.28255 5.22853
F 1.85998 4.11270 3.98913
F 3.68279 2.58925 4.40142
F 3.17797 4.67203 5.71550
F 3.02777 2.55339 6.63678
F 1.08966 3.70966 6.02549
F 1.53864 2.02904 4.86247
```

Values from the calculation:
Lowest unoccupied orbital energy: -5.65 eV
Max |F|: 6.87 eV/Å
Frontier orbital gap: 8.67 eV
HOMO level: -14.32 eV
Charge: +2
Total energy: -119350.971 eV
Multiplicity: 1